Entry 1:
C23H52N2O2P3Tb | ωB97M-V/def2-TZVPD

```
! RIJCOSX wB97M-V def2-TZVPD def2/J DEFGRID3
* xyz 0 7
C -3.485 -1.858 -4.445
C -2.534 -1.235 -3.630
N -2.755 -1.051 -2.292
C -3.819 -1.663 -1.730
C -4.808 -2.275 -2.494
C -4.652 -2.362 -3.875
C -1.227 -0.831 -4.220
P 0.241 -1.064 -3.136
Tb -1.011 0.411 -0.965
P -3.057 -0.506 0.764
C -3.997 -1.746 -0.224
O -1.404 1.665 -4.654
O -0.317 1.877 -2.515
H -3.283 -1.927 -5.520
H -5.668 -2.709 -1.975
H -5.414 -2.834 -4.493
C 0.664 -2.818 -3.431
C 1.560 -0.236 -4.109
H -5.066 -1.644 0.026
H -3.667 -2.740 0.125
H -1.375 0.442 -4.586
H -1.020 -1.368 -5.158
C -3.247 -1.283 2.410
C -4.364 0.797 0.893
H -2.194 2.437 -0.547
H 0.213 2.683 -2.274
H -0.887 1.938 -3.625
H -2.263 2.104 -4.774
H -0.549 -1.578 -0.709
H -2.343 2.065 0.102
H 0.980 -2.982 -4.471
H 1.489 -3.091 -2.761
H -0.185 -3.465 -3.182
H 1.691 -0.721 -5.089
H 1.301 0.826 -4.215
H 2.497 -0.291 -3.535
H -5.186 0.453 1.538
H -3.922 1.704 1.330
H -4.750 1.083 -0.097
H -4.291 -1.212 2.757
H -2.931 -2.336 2.359
H -2.593 -0.790 3.139
C 2.137 3.352 1.134
C 1.613 2.403 2.229
C 2.463 2.571 3.501
C 0.153 2.819 2.519
P 1.658 0.630 1.592
N 0.494 0.517 0.520
C 3.287 0.228 0.717
C 4.504 0.639 1.565
C 3.346 -1.281 0.413
C 3.343 0.965 -0.642
C 1.342 -0.601 2.999
C 0.852 -1.936 2.403
C 2.601 -0.841 3.846
C 0.219 -0.066 3.903
H 1.900 4.383 1.442
H 1.632 3.156 0.176
H 3.224 3.278 0.998
H 2.443 3.642 3.763
H 2.055 2.024 4.363
H 3.512 2.288 3.342
H -0.475 2.575 1.651
H -0.266 2.336 3.410
H 0.138 3.909 2.676
H 4.531 0.140 2.540
H 5.404 0.321 1.017
H 4.574 1.726 1.702
H 2.440 -1.603 -0.125
H 4.218 -1.458 -0.239
H 3.490 -1.890 1.315
H 2.386 0.859 -1.181
H 3.580 2.030 -0.529
H 4.150 0.507 -1.241
H 1.618 -2.442 1.805
H 0.591 -2.601 3.241
H -0.038 -1.774 1.776
H 3.031 0.089 4.238
H 2.294 -1.452 4.706
H 3.364 -1.418 3.312
H 0.526 0.824 4.470
H -0.693 0.134 3.319
H -0.010 -0.852 4.641
*
```

Kohn-Sham gap (spin up / spin down): 6.4056 / 6.4174 eV

Charges per atom according to Löwdin partitioning, unit e: atom 1 (C): -0.04, atom 2 (C): -0.33, atom 3 (N): 0.01, atom 4 (C): -0.33, atom 5 (C): -0.06, atom 6 (C): -0.06, atom 7 (C): -0.35, atom 8 (P): 0.75, atom 9 (Tb): 0.85, atom 10 (P): 0.78, atom 11 (C): -0.31, atom 12 (O): -0.14, atom 13 (O): -0.44, atom 14 (H): 0.12, atom 15 (H): 0.11, atom 16 (H): 0.11, atom 17 (C): -0.28, atom 18 (C): -0.28, atom 19 (H): 0.09, atom 20 (H): 0.10, atom 21 (H): 0.03, atom 22 (H): 0.08, atom 23 (C): -0.26, atom 24 (C): -0.31, atom 25 (H): 0.08, atom 26 (H): 0.05, atom 27 (H): 0.00, atom 28 (H): 0.07, atom 29 (H): -0.13, atom 30 (H): 0.02, atom 31 (H): 0.04, atom 32 (H): 0.03, atom 33 (H): 0.04, atom 34 (H): 0.04, atom 35 (H): 0.03, atom 36 (H): 0.03, atom 37 (H): 0.04, atom 38 (H): 0.02, atom 39 (H): 0.05, atom 40 (H): 0.05, atom 41 (H): 0.05, atom 42 (H): 0.02, atom 43 (C): -0.09, atom 44 (C): -0.61, atom 45 (C): -0.09, atom 46 (C): -0.10, atom 47 (P): 0.87, atom 48 (N): -0.46, atom 49 (C): -0.60, atom 50 (C): -0.09, atom 51 (C): -0.09, atom 52 (C): -0.09, atom 53 (C): -0.60, atom 54 (C): -0.09, atom 55 (C): -0.09, atom 56 (C): -0.10, atom 57 (H): 0.09, atom 58 (H): 0.07, atom 59 (H): 0.06, atom 60 (H): 0.09, atom 61 (H): 0.06, atom 62 (H): 0.06, atom 63 (H): 0.04, atom 64 (H): 0.06, atom 65 (H): 0.09, atom 66 (H): 0.06, atom 67 (H): 0.09, atom 68 (H): 0.06, atom 69 (H): 0.08, atom 70 (H): 0.09, atom 71 (H): 0.06, atom 72 (H): 0.05, atom 73 (H): 0.06, atom 74 (H): 0.09, atom 75 (H): 0.06, atom 76 (H): 0.09, atom 77 (H): 0.04, atom 78 (H): 0.06, atom 79 (H): 0.09, atom 80 (H): 0.06, atom 81 (H): 0.06, atom 82 (H): 0.06, atom 83 (H): 0.09

Entry 2:
C29H58FO9P2 | ωB97M-V/def2-TZVPD

```
! RIJCOSX wB97M-V def2-TZVPD def2/J DEFGRID3
* xyz 1 1
C 7.093 1.559 3.609
C 6.831 0.813 2.719
C 6.444 -0.064 1.626
P 4.732 0.323 1.207
F 3.987 0.306 2.550
C 4.132 -0.889 0.057
C 2.593 -0.889 -0.214
C 1.749 0.098 0.595
C 0.357 0.242 -0.072
C -0.326 -1.086 -0.364
C -1.751 -0.824 -0.926
C -2.897 -1.255 0.023
C -3.920 -0.143 0.318
C -5.208 -0.316 -0.478
C -6.313 0.742 -0.238
C -5.909 2.001 0.522
C -7.010 3.083 0.440
C -6.835 4.056 -0.728
C -7.595 3.629 -2.017
C 4.669 1.948 0.432
C 5.995 2.396 -0.180
P 5.665 3.699 -1.413
O 4.343 3.471 -2.013
O 6.818 3.621 -2.481
C 8.181 3.752 -1.997
C 8.955 2.442 -2.231
O 5.866 5.109 -0.721
C 4.751 5.612 0.046
C 5.066 7.016 0.492
H 7.080 2.222 4.445
H 6.526 -1.099 1.966
H 7.087 0.052 0.757
H 4.653 -0.652 -0.873
H 4.470 -1.873 0.377
H 2.233 -1.882 0.038
H 2.419 -0.778 -1.281
H 1.573 -0.308 1.589
H 2.168 1.103 0.625
H 0.514 0.800 -0.994
H -0.279 0.817 0.601
H 0.210 -1.615 -1.147
H -0.407 -1.712 0.520
H -1.854 0.248 -1.092
H -1.863 -1.291 -1.900
H -3.455 -2.048 -0.471
H -2.467 -1.624 0.950
H -3.475 0.835 0.151
H -4.180 -0.186 1.377
H -5.625 -1.286 -0.204
H -4.968 -0.391 -1.541
H -6.715 1.044 -1.204
H -7.143 0.280 0.294
H -5.696 1.800 1.570
H -5.004 2.417 0.078
H -7.962 2.557 0.362
H -7.050 3.624 1.384
H -5.779 4.134 -0.976
H -7.193 5.044 -0.450
H -6.906 3.217 -2.748
H -8.349 2.890 -1.764
H -8.127 4.471 -2.450
H 4.293 2.700 1.120
H 3.943 1.855 -0.377
H 6.508 1.609 -0.730
H 6.679 2.771 0.580
H 8.661 4.553 -2.545
H 8.198 3.998 -0.938
H 9.222 1.999 -1.274
H 9.863 2.598 -2.802
H 8.302 1.753 -2.760
H 4.604 4.985 0.930
H 3.830 5.596 -0.528
H 4.359 7.346 1.247
H 5.036 7.709 -0.345
H 6.071 7.055 0.907
C -4.805 -4.416 1.920
O -5.813 -5.422 1.993
C -7.054 -4.937 2.076
O -7.351 -3.771 2.087
O -7.898 -5.962 2.141
C -9.275 -5.587 2.233
H -3.851 -4.933 1.854
H -4.940 -3.800 1.032
H -4.814 -3.795 2.813
H -9.577 -5.019 1.356
H -9.455 -5.007 3.135
H -9.841 -6.513 2.278
C -1.168 -6.857 -1.051
O 0.237 -6.883 -1.327
C 0.854 -5.723 -1.169
O 0.348 -4.686 -0.821
O 2.150 -5.894 -1.455
C 2.928 -4.713 -1.317
H -1.531 -7.865 -1.221
H -1.349 -6.575 -0.015
H -1.677 -6.168 -1.723
H 2.885 -4.350 -0.289
H 2.580 -3.940 -2.003
H 3.953 -4.975 -1.563
*
```

Kohn-Sham gap: 9.1715 eV

Charges per atom according to Löwdin partitioning, unit e: atom 1 (C): 0.16, atom 2 (C): -0.20, atom 3 (C): -0.24, atom 4 (P): 0.92, atom 5 (F): -0.06, atom 6 (C): -0.22, atom 7 (C): -0.21, atom 8 (C): -0.22, atom 9 (C): -0.20, atom 10 (C): -0.21, atom 11 (C): -0.18, atom 12 (C): -0.19, atom 13 (C): -0.22, atom 14 (C): -0.19, atom 15 (C): -0.19, atom 16 (C): -0.22, atom 17 (C): -0.22, atom 18 (C): -0.24, atom 19 (C): -0.10, atom 20 (C): -0.27, atom 21 (C): -0.23, atom 22 (P): 0.46, atom 23 (O): -0.24, atom 24 (O): -0.18, atom 25 (C): -0.24, atom 26 (C): -0.06, atom 27 (O): -0.19, atom 28 (C): -0.27, atom 29 (C): -0.06, atom 30 (H): 0.05, atom 31 (H): 0.12, atom 32 (H): 0.10, atom 33 (H): 0.12, atom 34 (H): 0.10, atom 35 (H): 0.10, atom 36 (H): 0.12, atom 37 (H): 0.12, atom 38 (H): 0.09, atom 39 (H): 0.12, atom 40 (H): 0.12, atom 41 (H): 0.10, atom 42 (H): 0.11, atom 43 (H): 0.10, atom 44 (H): 0.11, atom 45 (H): 0.10, atom 46 (H): 0.10, atom 47 (H): 0.09, atom 48 (H): 0.11, atom 49 (H): 0.10, atom 50 (H): 0.11, atom 51 (H): 0.10, atom 52 (H): 0.11, atom 53 (H): 0.11, atom 54 (H): 0.10, atom 55 (H): 0.10, atom 56 (H): 0.10, atom 57 (H): 0.09, atom 58 (H): 0.09, atom 59 (H): 0.06, atom 60 (H): 0.06, atom 61 (H): 0.06, atom 62 (H): 0.11, atom 63 (H): 0.09, atom 64 (H): 0.09, atom 65 (H): 0.10, atom 66 (H): 0.12, atom 67 (H): 0.10, atom 68 (H): 0.07, atom 69 (H): 0.08, atom 70 (H): 0.08, atom 71 (H): 0.11, atom 72 (H): 0.12, atom 73 (H): 0.08, atom 74 (H): 0.09, atom 75 (H): 0.08, atom 76 (C): -0.04, atom 77 (O): 0.01, atom 78 (C): -0.63, atom 79 (O): 0.12, atom 80 (O): 0.01, atom 81 (C): -0.03, atom 82 (H): 0.09, atom 83 (H): 0.08, atom 84 (H): 0.10, atom 85 (H): 0.10, atom 86 (H): 0.10, atom 87 (H): 0.09, atom 88 (C): -0.03, atom 89 (O): 0.02, atom 90 (C): -0.62, atom 91 (O): 0.11, atom 92 (O): 0.01, atom 93 (C): -0.06, atom 94 (H): 0.10, atom 95 (H): 0.10, atom 96 (H): 0.10, atom 97 (H): 0.09, atom 98 (H): 0.10, atom 99 (H): 0.10

Entry 3:
C9H20Si2 | ωB97M-V/def2-TZVPD

```
! RIJCOSX wB97M-V def2-TZVPD def2/J DEFGRID3
* xyz 0 1
C 1.811 1.733 0.875
Si 1.748 0.165 -0.109
C 2.001 0.751 -1.897
C 3.022 -1.027 0.680
C 0.083 -0.662 -0.291
Si -1.613 0.094 0.097
C -2.059 1.921 -0.385
C -2.184 -0.198 1.931
C -2.647 -1.037 -1.034
C 0.041 -2.049 -0.744
C 0.132 -2.254 0.536
H 1.790 2.575 0.148
H 1.098 1.892 1.645
H 2.823 1.905 1.468
H 1.040 1.185 -2.067
H 2.712 1.567 -1.981
H 2.204 -0.009 -2.588
H 3.204 -0.798 1.756
H 2.653 -2.022 0.539
H 3.835 -0.925 0.081
H -3.078 2.239 -0.159
H -1.352 2.619 -0.040
H -1.878 2.046 -1.428
H -3.305 -0.229 2.012
H -1.944 -1.181 2.291
H -1.754 0.467 2.748
H -3.647 -0.735 -1.185
H -2.240 -0.978 -2.018
H -2.514 -1.995 -0.655
H -0.132 -2.463 -1.772
H 0.149 -2.599 1.546
*
```

SMILES: C[Si](C)(C)C1([Si](C)(C)C)C=C1
Energy above the lowest of the compared OMol25 structures with the same formula, charge and spin: 0.0 kJ/mol
Kohn-Sham gap: 9.3932 eV

Charges per atom according to Löwdin partitioning, unit e: atom 1 (C): -0.19, atom 2 (Si): 0.50, atom 3 (C): -0.16, atom 4 (C): -0.15, atom 5 (C): -0.41, atom 6 (Si): 0.58, atom 7 (C): -0.17, atom 8 (C): -0.19, atom 9 (C): -0.18, atom 10 (C): -0.23, atom 11 (C): 0.04, atom 12 (H): 0.03, atom 13 (H): 0.00, atom 14 (H): 0.08, atom 15 (H): 0.01, atom 16 (H): 0.03, atom 17 (H): 0.01, atom 18 (H): 0.05, atom 19 (H): 0.00, atom 20 (H): -0.02, atom 21 (H): 0.03, atom 22 (H): -0.01, atom 23 (H): 0.01, atom 24 (H): 0.04, atom 25 (H): -0.01, atom 26 (H): 0.04, atom 27 (H): 0.02, atom 28 (H): 0.03, atom 29 (H): 0.00, atom 30 (H): 0.13, atom 31 (H): 0.09

Entry 4:
C4H9NO2 | ωB97M-V/def2-TZVPD

```
! RIJCOSX wB97M-V def2-TZVPD def2/J DEFGRID3
* xyz 0 1
C -2.003 0.745 -0.272
N -1.760 -0.599 0.252
C -0.607 -0.676 1.149
C 0.677 -0.711 0.339
O 1.028 -1.696 -0.278
O 1.319 0.466 0.262
C 2.430 0.462 -0.648
H -2.442 1.368 0.521
H -2.738 0.676 -1.080
H -1.107 1.262 -0.664
H -1.608 -1.259 -0.513
H -0.648 -1.616 1.709
H -0.627 0.169 1.848
H 2.948 1.415 -0.506
H 2.054 0.386 -1.681
H 3.084 -0.391 -0.437
*
```

SMILES: CNCC(=O)OC
Energy above the lowest of the compared OMol25 structures with the same formula, charge and spin: 127.4 kJ/mol
Kohn-Sham gap: 10.0032 eV

Charges per atom according to Löwdin partitioning, unit e: atom 1 (C): -0.13, atom 2 (N): -0.11, atom 3 (C): -0.14, atom 4 (C): -0.50, atom 5 (O): 0.09, atom 6 (O): -0.05, atom 7 (C): -0.05, atom 8 (H): 0.08, atom 9 (H): 0.08, atom 10 (H): 0.08, atom 11 (H): 0.11, atom 12 (H): 0.12, atom 13 (H): 0.13, atom 14 (H): 0.09, atom 15 (H): 0.10, atom 16 (H): 0.09

no.,DFT total energy (a.u.)
1,-3016.01475
2,-2599.32973
3,-933.80141
4,-363.03703